Formula: C5H8O2
Source: OMol25
Level of theory: the ωB97M-V functional and the def2-TZVPD basis

Calculated values
Frontier orbital gap (alpha / beta) (Ha): 0.32230 / 0.32233
Calculated total energy (eV): -9402.433
Highest occupied orbital energy (alpha / beta) (eV): -8.0528 / -8.0533

Last column: Löwdin charge in e.
CARTESIAN COORDINATES (ANGSTROEM)
O -1.15 0.37 0.39  0.09
O 0.90 -0.19 -0.38  -0.04
C 1.66 0.99 1.45  0.01
C 1.04 1.86 2.21  -0.09
C -0.08 -0.41 0.35  -0.45
C -1.54 -1.43 -2.23  -0.09
C -0.28 -1.49 -1.89  0.01
H -1.01 1.10 -0.24  0.14
H 2.71 0.76 1.33  0.05
H -0.04 1.97 2.21  0.04
H -2.29 -0.89 -1.65  0.04
H -1.92 -1.95 -3.12  0.05
H -0.17 -1.25 1.03  0.16
H 1.57 2.52 2.90  0.05
H 0.58 -1.96 -2.35  0.05